Entry from OMol25: 2 unconnected molecules or ions with the total composition C2H2FNO2 (ωB97M-V with the def2-TZVPD basis set).

Output
energy above the lowest of the compared OMol25 structures with the same formula, charge and spin	221.0	kcal/mol
net charge	0
HOMO (spin up / spin down)	-9.49 / -10.53	eV
LUMO energy (spin up / spin down)	-1.2 / -1.2	eV
orbital gap (spin up / spin down)	8.3 / 9.3	eV
electronic energy	-382.17823	hartree

Structure (XYZ):
```
8
C2H2FNO2, DFT ωB97M-V with the def2-TZVPD basis set
C 1.695 0.150 -0.205
C -0.345 0.380 0.158
N -1.340 -0.684 0.202
O -1.009 -1.748 0.640
O -2.450 -0.305 -0.132
F -0.600 1.603 0.508
H 1.915 1.185 -0.332
H 2.135 -0.582 -0.839
```

Entry from OMol25: a molecular structure, C18H41N5O6 (ωB97M-V with the def2-TZVPD basis set).

Output
energy above the lowest of the compared OMol25 structures with the same formula, charge and spin	327.2	kcal/mol
net charge	0
HOMO	-7.87	eV
LUMO energy	0.3	eV
orbital gap	8.1	eV
electronic energy	-1435.14315	hartree

Structure (XYZ):
```
70
C18H41N5O6, DFT ωB97M-V with the def2-TZVPD basis set
C 21.517 -8.787 16.095
O 21.300 -7.760 15.429
N 22.062 -9.921 15.656
C 22.561 -10.900 16.651
C 22.240 -10.213 14.252
H 21.499 -8.718 17.194
H 23.575 -11.274 16.508
H 21.928 -11.787 16.687
H 22.490 -10.400 17.617
H 22.012 -11.258 14.039
H 21.642 -9.488 13.701
H 23.310 -10.043 14.134
C 17.601 -8.488 15.940
O 18.777 -8.886 16.064
N 16.489 -8.988 16.391
C 15.058 -8.677 15.984
C 16.503 -10.198 17.140
H 17.298 -7.610 15.349
H 15.050 -7.707 15.488
H 14.511 -8.606 16.923
H 14.702 -9.370 15.221
H 15.802 -10.879 16.657
H 17.382 -10.829 17.268
H 16.027 -10.117 18.117
C 20.756 -8.333 19.966
O 21.788 -8.536 20.607
N 20.119 -9.235 19.113
C 18.911 -8.777 18.385
C 20.652 -10.530 18.718
H 20.120 -7.440 20.065
H 18.012 -9.376 18.530
H 19.182 -8.754 17.330
H 18.776 -7.711 18.569
H 19.828 -11.155 19.063
H 20.858 -10.551 17.648
H 21.568 -10.802 19.243
C 18.300 -11.634 19.313
O 17.750 -10.533 19.209
N 17.744 -12.794 19.084
C 18.325 -14.066 19.546
C 16.347 -12.816 18.528
H 19.382 -11.794 19.437
H 18.493 -14.497 18.559
H 17.740 -14.682 20.229
H 19.299 -13.863 19.992
H 16.188 -13.655 17.851
H 15.524 -12.908 19.237
H 16.145 -11.874 18.018
C 22.385 -11.002 21.243
O 22.485 -12.191 20.932
N 23.215 -10.469 22.173
C 24.353 -11.118 22.806
C 23.235 -8.961 22.278
H 21.654 -10.314 20.792
H 24.322 -10.813 23.852
H 25.232 -10.627 22.387
H 24.499 -12.196 22.748
H 23.257 -8.599 23.306
H 24.095 -8.582 21.726
H 22.389 -8.535 21.739
C 23.623 -10.869 19.085
C 24.446 -9.626 18.973
O 25.083 -9.148 19.925
C 24.472 -8.871 17.652
H 23.777 -11.481 19.973
H 23.852 -11.568 18.281
H 22.581 -10.548 19.053
H 23.962 -9.477 16.903
H 25.491 -8.811 17.271
H 23.969 -7.905 17.681
```

Entry from OMol25: a molecular structure, C3H6BBrCuO5S (ωB97M-V with the def2-TZVPD basis set).

Output
net charge	+1
HOMO	-14.16	eV
LUMO energy	-6.1	eV
orbital gap	8.1	eV
electronic energy	-5131.32179	hartree

Structure (XYZ):
```
18
C3H6BBrCuO5S, DFT ωB97M-V with the def2-TZVPD basis set
C -1.168 -0.970 -1.893
B -0.148 -0.956 -0.674
O 0.277 -2.252 -0.160
C 0.428 0.317 0.089
O 0.171 1.632 -0.430
S 0.941 2.567 0.721
O 0.645 4.013 0.653
O 2.416 2.423 0.766
O 0.221 1.779 2.026
C 0.037 0.432 1.603
Br -1.766 -0.310 1.993
H -2.079 -1.557 -1.620
H -1.425 0.055 -2.233
H -0.677 -1.497 -2.746
H 1.192 -2.435 -0.407
H 1.542 0.220 -0.012
H 0.814 -0.181 2.108
Cu -1.422 -3.282 0.215
```